# 1
A cluster of 2 separate species, C8H16ClN2O4PSi in total in a non-equilibrium geometry. Source: OMol25; level of theory: ωB97M-V/def2-TZVPD.

Last column: Löwdin charge in e.
Geometry (Å):
C: -0.95826 2.53933 -1.80315  -0.18
Si: 0.42165 1.82043 -0.72380  0.45
C: 1.22443 0.46734 -1.70409  -0.20
C: 1.56713 3.25580 -0.27068  -0.21
P: -0.58772 1.13100 1.16940  0.94
N: -2.23018 0.86275 0.86228  -0.14
C: 0.02401 -0.44591 1.83484  -0.44
C: 1.18502 -1.03091 1.43578  -0.07
C: 1.61328 -2.25286 1.91106  -0.02
C: 0.80287 -2.83428 2.85745  -0.03
C: -0.33898 -2.15022 3.23103  -0.13
N: -0.76963 -1.00413 2.75510  0.06
H: -1.95296 2.40793 -1.36861  0.02
H: -0.96416 2.06624 -2.78627  0.04
H: -0.79747 3.61496 -1.92591  0.03
H: 1.34022 0.83247 -2.72979  0.06
H: 0.57936 -0.42012 -1.74745  0.02
H: 2.23491 0.20744 -1.37398  0.03
H: 0.95324 4.07056 0.12039  0.03
H: 2.25255 2.91189 0.51047  0.03
H: 2.10667 3.56477 -1.16566  0.04
H: -0.53536 2.09220 2.20495  0.03
H: -2.50386 -0.03714 1.26001  0.06
H: -2.79665 1.54649 1.35838  0.06
H: 1.81363 -0.53077 0.70439  0.09
H: 2.51854 -2.72376 1.55753  0.13
H: 1.05867 -3.78986 3.29190  0.12
H: -0.95355 -2.61311 4.00220  0.12
O: -1.56710 -3.32916 -3.96171  -0.36
Cl: -1.26469 -2.71960 -2.69738  0.62
O: -0.00585 -3.22810 -2.18973  -0.40
O: -2.31725 -2.99958 -1.74876  -0.39
O: -1.15255 -1.28209 -2.87018  -0.42

Calculated values
strongest force on any atom = 2.56 eV Å⁻¹
highest occupied orbital energy = -8.3 eV
orbital gap = 7.07 eV
net charge = 0
DFT total energy = -1815.6595 Ha

***

# 2
The molecule C2H3N2OP in a non-equilibrium geometry. Source: OMol25; level of theory: ωB97M-V/def2-TZVPD.

Last column: Löwdin charge in e.
Geometry (Å):
N: -1.23346 -2.02917 -0.27699  -0.25
P: -0.56865 -0.65290 -0.39029  0.89
N: -0.34216 1.44973 -0.62998  0.00
C: 0.75406 1.48223 -0.14896  -0.30
C: 0.81510 0.24178 0.74305  -0.43
O: 0.93608 0.22055 1.92254  0.07
H: -1.48775 -2.33195 0.66228  -0.01
H: -0.32366 -0.56729 -1.67596  -0.03
H: 1.45043 2.18703 -0.20569  0.07

Calculated values
strongest force on any atom = 4.69 eV Å⁻¹
structure (SMILES) = N=[P@H]1N=CC1=O
highest occupied orbital energy = -9.7 eV
orbital gap = 9.31 eV
net charge = 0
DFT total energy = -603.9847 Ha

***

# 3
A cluster of 6 separate species, C21H22F8N2O15PS in total. Source: OMol25; level of theory: ωB97M-V/def2-TZVPD.

Last column: Löwdin charge in e.
Geometry (Å):
N: 3.41742 3.25178 0.84987  -0.23
P: 3.24607 2.98185 -0.66370  0.75
C: 1.89494 1.78080 -1.00252  -0.21
C: 2.26749 0.45690 -1.08414  -0.08
N: 1.35587 -0.52560 -1.23323  -0.38
S: 1.91461 -2.17500 -1.35215  0.97
C: 0.04127 -0.26018 -1.31331  -0.03
C: -0.39914 1.04179 -1.25279  0.07
C: 0.52419 2.07063 -1.09792  -0.04
C: 0.01236 3.49994 -1.02533  -0.56
F: 0.20617 4.12172 -2.21865  0.14
F: 0.67138 4.20235 -0.08245  0.14
F: -1.30723 3.52875 -0.74634  0.15
H: 4.32672 3.00067 1.22402  -0.02
H: 2.85673 4.04310 -1.49088  0.01
H: 4.30881 2.38721 -1.36446  0.02
H: 3.29790 0.13522 -1.00990  0.13
H: 2.00066 -2.40345 -0.03555  -0.07
H: -0.62868 -1.10132 -1.42358  0.11
H: -1.46086 1.23798 -1.30927  0.14
C: -3.95584 -3.95548 -0.94384  -0.02
C: -3.18660 -2.73615 -1.40261  -0.30
O: -1.83736 -3.15678 -1.27209  0.08
C: -1.80737 -4.52447 -1.40060  -0.56
O: -0.81436 -5.14364 -1.56396  0.18
O: -3.05068 -5.01416 -1.30747  0.09
F: -3.36839 -1.64476 -0.61302  0.07
H: -4.08098 -3.94517 0.14010  0.15
H: -4.91553 -4.08826 -1.43524  0.11
H: -3.37411 -2.44905 -2.43839  0.18
C: -1.08914 7.13748 -1.80795  -0.07
C: -1.54915 7.82934 -3.07675  -0.32
O: -2.39053 8.84258 -2.57433  0.14
C: -1.98725 9.15204 -1.30666  -0.54
O: -2.32515 10.10131 -0.69831  0.20
O: -1.12793 8.19847 -0.85769  0.07
F: -2.25961 7.00324 -3.88243  0.08
H: -1.80139 6.36102 -1.52151  0.14
H: -0.08809 6.72226 -1.87172  0.13
H: -0.75043 8.28497 -3.66441  0.17
C: -8.18851 -7.18813 0.12810  -0.03
C: -7.37989 -8.03807 -0.83487  -0.31
O: -7.12461 -7.12428 -1.89316  0.14
C: -7.16185 -5.87060 -1.39096  -0.55
O: -6.77722 -4.90213 -1.96288  0.15
O: -7.68713 -5.87227 -0.15127  0.08
F: -8.07141 -9.09175 -1.30989  0.09
H: -9.24897 -7.23187 -0.12052  0.15
H: -8.03900 -7.43528 1.17393  0.14
H: -6.42604 -8.39284 -0.44123  0.17
C: 3.57150 4.70531 5.96615  -0.04
C: 4.20477 5.82829 5.16639  -0.31
O: 5.07791 5.12118 4.30272  0.14
C: 4.58565 3.86894 4.12933  -0.55
O: 4.95028 3.11080 3.29664  0.15
O: 3.61635 3.61839 5.03416  0.07
F: 4.92161 6.67528 5.93492  0.09
H: 4.18380 4.46595 6.83618  0.15
H: 2.54840 4.89989 6.27133  0.14
H: 3.50566 6.40964 4.56328  0.17
C: 5.46789 -5.94336 0.05380  -0.03
C: 5.05931 -5.63205 1.48166  -0.31
O: 5.18995 -4.21607 1.52661  0.14
C: 5.04368 -3.73408 0.27166  -0.57
O: 4.88766 -2.58831 -0.00209  0.13
O: 5.09010 -4.73675 -0.62705  0.07
F: 5.87826 -6.18556 2.39486  0.09
H: 6.54765 -6.07534 -0.01580  0.15
H: 4.95768 -6.79746 -0.37903  0.14
H: 4.02973 -5.89742 1.72815  0.17

Calculated values
strongest force on any atom = 0.87 eV Å⁻¹
highest occupied orbital energy = -12.0 eV
orbital gap = 7.15 eV
net charge = +1
DFT total energy = -3589.7901 Ha

***

# 4
A structure of composition C23H30Cl2LaN8O4S in a non-equilibrium geometry. Source: OMol25; level of theory: ωB97M-V/def2-TZVPD.

Last column: Löwdin charge in e.
Geometry (Å):
La: -0.03521 0.88165 -0.06429  2.11
N: -0.20753 0.20991 -2.92236  -0.03
C: -1.01477 1.28155 -3.54719  -0.22
C: -2.22702 1.69098 -2.66993  -0.19
N: -1.98869 2.40051 -1.38235  -0.26
C: -3.22743 2.44688 -0.55796  -0.18
C: -2.98585 3.11365 0.82219  -0.20
N: -1.98642 2.32356 1.59027  -0.02
C: -1.45106 3.79359 -1.62493  -0.17
C: -0.26504 4.36187 -0.79376  -0.23
N: 0.85423 3.38419 -0.85032  -0.07
H: 0.52320 -0.03604 -3.51894  0.06
H: -0.78828 -0.59133 -2.68920  0.06
H: -1.39484 0.94669 -4.55905  0.14
H: -0.31831 2.11647 -3.72994  0.10
H: -2.79416 0.78657 -2.39993  0.12
H: -2.93431 2.27063 -3.27354  0.13
H: -3.57848 1.40138 -0.34905  0.13
H: -3.98246 2.94239 -1.21151  0.14
H: -3.90103 3.15237 1.34711  0.11
H: -2.62287 4.09457 0.51778  0.09
H: -2.47996 1.58978 2.08271  0.09
H: -1.56917 2.85440 2.35735  0.09
H: -2.28415 4.50583 -1.76558  0.14
H: -0.98376 3.71513 -2.62269  0.10
H: -0.61710 4.47869 0.22616  0.10
H: -0.05835 5.31112 -1.26417  0.12
H: 1.50646 3.76532 -0.15828  0.09
H: 1.32323 3.48153 -1.84957  0.16
N: -2.32256 -7.07454 -2.25527  0.12
C: -2.09628 -5.89245 -1.65173  -0.30
C: -3.16966 -5.22783 -0.96294  -0.01
C: -2.97286 -3.99462 -0.35640  -0.05
C: -1.71384 -3.42713 -0.47705  -0.33
C: -0.66029 -4.09852 -1.12078  -0.08
C: -0.80833 -5.30970 -1.69083  -0.03
S: -1.43969 -1.92753 0.29309  0.56
O: -2.13917 -2.05171 1.55526  -0.29
O: -1.83992 -0.76490 -0.57118  -0.52
N: 0.05540 -1.61322 0.44674  -0.27
C: 1.09157 -2.20062 1.18129  -0.48
N: 1.15969 -3.45474 1.43235  0.15
C: 2.33153 -3.94378 1.94154  -0.11
C: 3.39555 -3.17771 2.22572  -0.05
C: 3.24095 -1.79202 1.91067  -0.06
N: 2.07459 -1.32038 1.43588  0.13
H: -3.25814 -7.36789 -2.32594  0.09
H: -1.63982 -7.57870 -2.81317  0.12
H: -4.12603 -5.74188 -0.86367  0.11
H: -3.79172 -3.49606 0.14142  0.12
H: 0.30718 -3.53045 -1.12732  0.12
H: -0.01996 -5.81099 -2.25590  0.12
H: 2.49759 -5.07285 2.02481  0.14
H: 4.37092 -3.58316 2.54096  0.12
H: 3.99317 -1.12870 2.19806  0.09
Cl: 6.29219 2.58537 4.21245  0.69
C: 4.78839 2.41518 3.39004  -0.67
C: 3.64531 2.58023 4.18850  -0.13
C: 2.41984 2.24419 3.67753  -0.59
Cl: 1.11066 2.39702 4.77224  0.73
C: 2.20785 1.87233 2.32102  -0.40
O: 1.07194 1.70348 1.77625  -0.31
C: 3.38538 1.68250 1.54236  -0.16
C: 3.34393 1.39533 0.13810  -0.21
O: 2.38159 1.06170 -0.52778  -0.17
C: 4.66597 1.91274 2.09932  -0.05
H: 3.70829 2.80214 5.24317  0.11
H: 4.32779 1.51285 -0.39795  0.15
H: 5.62014 1.74316 1.57012  0.13

Calculated values
strongest force on any atom = 3.45 eV Å⁻¹
highest occupied orbital energy = -10.1 eV
orbital gap = 7.41 eV
net charge = +1
DFT total energy = -2983.5737 Ha

***

# 5
The molecule C17H25F3N4O3. Source: OMol25; level of theory: ωB97M-V/def2-TZVPD.

Last column: Löwdin charge in e.
Geometry (Å):
C: 1.66804 0.04922 -2.77333  -0.11
C: 0.80043 1.21372 -3.23446  -0.24
C: -0.68672 0.99687 -2.97383  -0.19
N: -0.99599 0.85319 -1.55956  0.07
C: -1.12450 -0.36394 -0.97692  -0.43
O: -1.14292 -1.40866 -1.60088  0.07
C: -1.38224 -0.33095 0.54617  -0.15
C: -0.39263 0.49750 1.31984  -0.23
N: 0.79071 0.83700 0.82901  0.10
N: 1.39536 1.49319 1.82468  -0.02
C: 0.62914 1.57531 2.93679  -0.05
C: -0.55368 0.93949 2.65571  -0.21
C: -1.74003 0.74105 3.54052  -0.03
N: -1.49733 -1.64254 1.17212  -0.04
C: -0.27308 -2.44184 1.10650  -0.15
C: -0.36071 -3.62513 2.05498  -0.11
C: -1.57063 -4.47941 1.68878  -0.21
C: -1.70922 -5.66814 2.60811  -0.60
F: -1.89372 -5.30564 3.89349  0.14
F: -2.75617 -6.44584 2.26888  0.14
F: -0.61437 -6.45263 2.57773  0.14
C: -2.83347 -3.62518 1.70889  -0.07
C: -2.67451 -2.41769 0.78206  -0.20
C: -3.93416 -1.57014 0.85797  -0.47
O: -4.66015 -1.33348 -0.07040  0.14
O: -4.15860 -1.11026 2.10079  -0.05
C: -5.32532 -0.29390 2.24236  -0.04
H: 2.71787 0.23037 -3.00844  0.07
H: 1.58640 -0.09037 -1.69467  0.05
H: 1.36350 -0.87998 -3.25676  0.08
H: 1.11741 2.13377 -2.73118  0.10
H: 0.93701 1.38629 -4.30554  0.10
H: -1.26684 1.83309 -3.36892  0.11
H: -1.03330 0.08892 -3.46518  0.12
H: -0.73969 1.61856 -0.95764  0.13
H: -2.35521 0.16316 0.65579  0.15
H: 2.32109 1.85464 1.68426  0.15
H: 0.97587 2.07351 3.82701  0.12
H: -1.55928 1.15567 4.53170  0.08
H: -2.62466 1.23178 3.12809  0.08
H: -1.98053 -0.31791 3.63440  0.07
H: -0.08371 -2.79471 0.08482  0.13
H: 0.56311 -1.80179 1.38784  0.12
H: 0.55487 -4.21469 1.99148  0.12
H: -0.46508 -3.26529 3.08149  0.13
H: -1.42641 -4.89784 0.68718  0.17
H: -3.69804 -4.21088 1.39125  0.14
H: -3.01438 -3.26789 2.72412  0.13
H: -2.60861 -2.75208 -0.25867  0.15
H: -5.35066 0.00637 3.28555  0.09
H: -5.26142 0.57833 1.59250  0.10
H: -6.21959 -0.85816 1.98377  0.10

Calculated values
strongest force on any atom = 0.08 eV Å⁻¹
structure (SMILES) = CCCNC(=O)[C@H](c1n[nH]cc1C)N1CC[C@@H](C(F)(F)F)C[C@H]1C(=O)OC
highest occupied orbital energy = -8.6 eV
orbital gap = 9.24 eV
net charge = 0
DFT total energy = -1407.1993 Ha

***

# 6
A structure of composition C5H24NO8 in a non-equilibrium geometry. Source: OMol25; level of theory: ωB97M-V/def2-TZVPD.

Last column: Löwdin charge in e.
Geometry (Å):
C: -0.59831 -2.85514 -0.25296  -0.20
O: 0.32543 -3.55593 0.61575  -0.09
C: -1.17720 -1.67004 0.50906  -0.36
C: -0.24163 -0.47819 0.47963  -0.18
C: 0.01503 0.23433 1.81805  -0.15
C: -1.24051 0.99973 2.24586  -0.25
O: -1.00749 2.40150 2.17981  -0.09
N: -2.48844 -1.32903 -0.09400  0.05
H: -1.31931 -3.66904 -0.39121  0.11
H: -0.15063 -2.68834 -1.23056  0.10
H: -1.37729 -1.86053 1.56997  0.14
H: 0.76111 -0.59842 0.11719  0.05
H: -0.64078 0.30768 -0.16884  0.09
H: 0.21953 -0.49103 2.63440  0.12
H: 0.90426 0.84170 1.70150  0.09
H: -2.11723 0.69377 1.66531  0.11
H: -1.48921 0.77824 3.29287  0.11
H: -1.01413 2.75560 1.28101  0.06
H: -2.42251 -0.84814 -0.97922  0.04
H: -3.07528 -2.14238 -0.01588  0.06
H: 1.12083 -1.72385 -2.43717  0.03
H: 1.80689 -0.37624 -2.22476  0.02
O: 1.99354 -1.32520 -2.39397  -0.07
H: 1.95013 2.57549 0.25758  -0.01
H: 1.29643 2.77772 1.62341  0.00
O: 2.01631 3.11004 1.07238  -0.08
H: -0.04605 3.29363 -0.62513  -0.04
H: 0.61548 1.72013 -1.14012  -0.03
O: -0.39088 2.50640 -1.05766  -0.31
H: 2.22571 1.67847 -1.72281  0.04
H: 2.40632 -0.20145 0.02350  -0.01
O: 1.65017 1.18519 -1.12840  -0.24
H: -2.30666 1.41305 -1.84501  0.02
H: -1.13178 1.12481 -2.70516  0.02
O: -2.00431 0.77094 -2.49817  -0.09
H: 2.88561 -1.29872 -0.89689  0.00
H: 1.13013 -3.01734 0.67203  0.07
O: 2.91671 -1.03940 0.04856  -0.11

Calculated values
strongest force on any atom = 2.89 eV Å⁻¹
highest occupied orbital energy = -6.0 eV
orbital gap = 9.25 eV
net charge = -1
DFT total energy = -861.6254 Ha

***

It is found that the lowest unoccupied orbital energy values, taken in the order of the records, are -1.21, -0.39, -4.84, -2.71, 0.60, 3.20 eV.